Record 1
{
  "formula": "C32H47BBr3Cl4F4MgN2O7S3V",
  "method": "the ωB97M-V functional and the def2-TZVPD basis",
  "symbols": ["C", "C", "C", "C", "C", "C", "C", "C", "O", "O", "C", "B", "O", "O", "C", "C", "C", "C", "C", "C", "C", "C", "C", "F", "C", "C", "C", "Br", "O", "C", "F", "S", "C", "C", "C", "S", "C", "S", "N", "C", "C", "N", "C", "H", "H", "H", "H", "H", "H", "H", "H", "H", "H", "H", "H", "H", "H", "H", "H", "H", "H", "H", "H", "H", "H", "H", "H", "H", "H", "H", "H", "H", "H", "H", "H", "H", "H", "H", "H", "H", "H", "H", "H", "H", "H", "F", "Mg", "Br", "C", "C", "Br", "H", "H", "H", "H", "C", "Cl", "Cl", "Cl", "H", "Cl", "F", "O", "V", "O"],
  "positions_angstrom": [[2.4965, -5.2699, 2.0775], [2.1538, -5.7312, 0.6421], [2.2662, -4.5707, -0.3851], [1.5689, -3.3188, 0.2049], [1.0038, -2.3375, -0.8539], [2.0110, -1.1637, -1.1263], [2.3281, -1.2052, -2.6356], [3.7050, -0.6641, -3.0301], [3.9149, -0.0892, -4.0672], [1.3577, -0.0021, -0.6682], [2.1145, 1.2007, -0.5853], [1.7862, 2.1275, -1.8870], [2.3344, 3.4080, -2.0666], [0.9549, 1.6544, -2.8583], [-0.2236, 2.4251, -3.0254], [-0.6898, 2.4197, -4.4922], [3.5962, 1.0774, -0.2633], [4.5962, 1.6614, -1.0072], [5.9265, 1.5580, -0.6595], [6.3280, 0.8346, 0.4369], [5.3398, 0.2403, 1.2013], [4.0235, 0.3741, 0.8599], [1.4434, 2.0072, 0.6165], [1.2559, 1.1006, 1.6219], [2.2939, 3.2156, 1.0839], [2.9839, 3.0302, 2.4506], [3.2366, 4.4733, 3.0027], [4.9318, 4.4318, 4.0199], [0.2208, 2.5233, 0.0673], [-0.8438, 2.6013, 0.9541], [-0.5326, 3.1208, 2.1795], [-2.0276, 3.8534, 0.2157], [-1.6257, 1.2797, 1.0454], [-2.8072, 1.3202, 2.0321], [-3.8664, 0.3019, 1.5313], [-5.2384, 1.1218, 0.6700], [-5.7806, -0.1886, -0.4143], [-4.9625, -0.6397, -1.7250], [-6.9940, -0.8481, -0.0759], [-7.3000, -2.1525, -0.3048], [-8.5850, -2.3079, 0.1753], [-9.0171, -1.1246, 0.6889], [-8.0534, -0.2671, 0.5507], [3.2233, -4.4494, 2.0875], [2.8791, -6.0898, 2.6950], [1.6035, -4.9060, 2.5935], [2.7727, -6.5848, 0.3492], [1.0984, -6.0411, 0.6711], [3.3433, -4.3587, -0.4559], [1.8262, -4.8643, -1.3406], [0.6975, -3.6806, 0.7812], [2.1907, -2.8018, 0.9425], [0.0950, -1.9040, -0.4111], [0.6810, -2.8275, -1.7739], [2.9186, -1.4679, -0.5837], [1.5156, -0.7698, -3.2688], [2.3524, -2.2710, -2.9117], [4.5179, -0.8693, -2.2841], [1.8287, 4.0125, -1.5071], [-1.0301, 1.9362, -2.4459], [-0.1398, 3.4529, -2.6739], [-1.6957, 2.8627, -4.5547], [-0.0190, 3.0756, -5.0582], [-0.6473, 1.4049, -4.8995], [4.3687, 2.2306, -1.9045], [6.6701, 2.0635, -1.2699], [7.3776, 0.7576, 0.7002], [5.6418, -0.3274, 2.0776], [3.2815, -0.1129, 1.4899], [2.9886, 3.5743, 0.3229], [1.5693, 4.0287, 1.2405], [3.9690, 2.5738, 2.3767], [2.3419, 2.5435, 3.1861], [3.4525, 5.1270, 2.1575], [2.4261, 4.8305, 3.6337], [-2.8884, 3.0791, -0.4761], [-0.9704, 0.4405, 1.3080], [-1.9857, 1.0931, 0.0267], [-2.4468, 0.9855, 3.0079], [-3.2602, 2.3091, 2.1414], [-3.4242, -0.3616, 0.7817], [-4.1833, -0.3161, 2.3744], [-6.6495, -2.9018, -0.7645], [-9.1913, -3.2055, 0.1608], [-8.0540, 0.7683, 0.8568], [1.1204, -0.5096, -5.0307], [-7.7399, -3.2556, -2.2576], [0.1384, -6.7333, 4.6641], [-1.1735, -5.4831, 5.3679], [-1.3888, -4.3530, 4.3965], [0.0796, -3.0718, 4.4612], [-0.8217, -5.1531, 6.3405], [-2.0860, -6.0625, 5.4939], [-2.2749, -3.7779, 4.6541], [-1.4724, -4.6913, 3.3695], [-2.5649, 5.8694, -3.2524], [-3.6911, 4.5231, -3.1062], [-1.0486, 5.4964, -2.5107], [-2.3176, 6.3000, -4.9887], [-3.0057, 6.7328, -2.7623], [-2.3874, 4.4373, -5.9848], [-0.0915, 5.6429, -5.1015], [-3.2179, -3.0575, 1.8111], [-2.6308, -3.1499, 0.2223], [-2.0959, -3.2227, -1.3624]],
  "atomic_forces_ev_per_a": [[0.0, -0.1, 0.0], [-0.3, 0.5, 0.2], [0.4, 0.0, 1.6], [-1.1, -0.6, -0.9], [0.4, 0.7, 1.2], [-1.1, -2.1, -1.3], [0.5, 0.2, 0.3], [-1.1, 0.2, -0.6], [0.4, -0.2, 0.7], [0.9, 0.1, 0.6], [-0.2, 1.3, -0.1], [0.2, -0.2, -1.1], [-0.7, -0.1, 0.8], [0.1, 0.1, 1.2], [-1.3, -0.6, -1.2], [0.7, 0.3, 0.5], [0.0, -0.6, 0.4], [-0.2, 0.7, -1.1], [0.8, 0.3, -0.4], [0.1, 0.1, 0.1], [0.9, -0.4, 0.5], [-1.2, -0.7, 0.5], [1.9, -0.1, -1.8], [-0.6, 0.5, 0.3], [-0.9, -0.1, 1.2], [0.1, 1.6, 0.1], [0.8, -1.1, -0.6], [-0.5, 0.3, 0.1], [0.0, -0.5, 1.5], [-2.2, -0.3, -1.5], [0.5, -0.2, -0.1], [0.2, 0.4, 0.4], [0.2, 0.3, 0.3], [-0.1, -0.6, -0.6], [0.7, -0.5, 0.6], [-0.4, 0.3, 0.0], [0.4, -0.2, -0.2], [0.1, -0.3, 0.0], [1.4, 1.3, 0.2], [-0.8, -0.8, 0.0], [0.4, 0.1, 0.0], [-1.1, -0.2, 0.3], [0.0, -0.4, 0.0], [0.1, -0.2, 0.0], [0.0, 0.1, -0.2], [0.2, 0.1, -0.1], [-0.1, 0.1, -0.1], [0.2, -0.3, -0.2], [-0.2, 0.0, -0.6], [0.2, 0.2, 0.0], [0.2, -0.1, 0.0], [0.0, 0.0, -0.2], [0.2, 0.2, -0.3], [0.1, -0.1, 0.2], [0.0, 0.8, 0.2], [0.4, 0.2, -0.2], [0.2, 0.2, 0.0], [-0.1, 0.0, -0.2], [0.4, 0.3, -0.1], [0.3, 0.1, 0.2], [0.4, -0.5, -0.1], [0.5, -0.7, 0.4], [-0.1, -0.2, -0.1], [-0.1, 0.1, 0.1], [-0.1, -0.1, 0.1], [-0.1, -0.1, 0.0], [-0.1, 0.0, 0.0], [-0.3, 0.0, -0.1], [0.1, 0.1, -0.1], [0.0, -0.4, 0.0], [0.1, -0.1, -0.2], [-0.3, -0.4, -0.1], [0.2, -0.4, -0.3], [-0.1, 0.2, 0.3], [0.2, 0.1, 0.0], [0.4, -0.2, 0.2], [0.0, 0.3, -0.1], [0.1, 0.0, 0.1], [-0.2, 0.2, 0.0], [0.3, 0.0, 0.0], [0.0, 0.0, 0.2], [-0.4, 0.0, -0.3], [0.8, 0.8, 1.4], [0.0, 0.1, 0.2], [0.0, -0.1, 0.0], [-0.2, -0.1, 0.2], [-0.5, -0.3, -1.6], [0.1, -0.1, 0.1], [0.0, -0.2, -0.2], [0.0, 0.3, 0.2], [0.0, 0.0, -0.1], [0.0, 0.1, -0.1], [0.0, 0.1, 0.0], [0.0, 0.0, 0.0], [0.0, 0.0, 0.0], [0.5, -0.8, 1.0], [-0.1, 0.2, 0.0], [-0.4, 0.9, -0.2], [-0.1, -0.7, -0.9], [0.0, 0.2, -0.5], [-0.1, 1.6, -0.2], [-0.3, 0.1, 0.0], [0.0, 0.1, -0.9], [0.8, -0.1, -0.4], [-0.9, 0.1, 1.2]],
  "gap_ev": 1.70,
  "e_homo_ev": -7.30,
  "total_charge": 0
}

***

Record 2
{
  "formula": "C32H47N2O9P4Ru",
  "method": "the ωB97M-V functional and the def2-TZVPD basis",
  "symbols": ["Ru", "C", "C", "C", "P", "C", "C", "C", "C", "C", "C", "C", "C", "C", "N", "C", "C", "C", "C", "C", "C", "P", "C", "C", "C", "C", "C", "C", "H", "H", "H", "H", "H", "H", "H", "H", "H", "H", "H", "H", "H", "H", "H", "H", "H", "H", "H", "H", "H", "H", "H", "H", "H", "H", "H", "H", "H", "H", "H", "H", "H", "H", "H", "H", "O", "C", "O", "C", "C", "C", "C", "C", "N", "H", "H", "H", "H", "C", "C", "O", "P", "O", "O", "O", "P", "O", "O", "O", "H", "H", "H", "H", "H", "H", "H"],
  "positions_angstrom": [[0.5713, 0.2661, -0.4442], [-4.7811, -0.0444, -1.7185], [-3.4831, 0.7366, -1.4990], [-3.1126, 1.5329, -2.7546], [-2.0305, -0.2318, -0.8239], [-2.7396, -1.1329, 0.6622], [-3.4534, -2.4455, 0.3507], [-3.5639, -0.1823, 1.5386], [-1.6467, -1.5665, -2.0136], [-2.2179, -1.8737, -3.2400], [-1.6429, -2.8380, -4.0591], [-0.4732, -3.4747, -3.6676], [0.1100, -3.1802, -2.4458], [-0.4800, -2.2343, -1.6078], [0.0026, -1.8530, -0.3615], [0.2471, -2.7109, 0.6614], [-0.0569, -4.0916, 0.5783], [0.0960, -4.9267, 1.6623], [0.5445, -4.4321, 2.8832], [0.8130, -3.0818, 2.9943], [0.6645, -2.2142, 1.9150], [0.9587, -0.4373, 2.0574], [2.5283, -0.2845, 3.0844], [2.4103, -0.2679, 4.6108], [3.5810, -1.3248, 2.6768], [-0.4820, 0.2067, 3.0785], [-0.2542, 1.6723, 3.4638], [-0.9629, -0.6420, 4.2509], [-5.5201, 0.6284, -2.1590], [-5.1971, -0.4226, -0.7884], [-4.6448, -0.8841, -2.3966], [-3.6610, 1.4700, -0.7044], [-3.0117, 0.8827, -3.6226], [-2.1710, 2.0581, -2.6140], [-3.8960, 2.2628, -2.9705], [-1.8473, -1.3903, 1.2364], [-4.2935, -2.3170, -0.3309], [-3.8307, -2.8816, 1.2790], [-2.7624, -3.1579, -0.0968], [-4.5734, -0.0344, 1.1562], [-3.0820, 0.7972, 1.6062], [-3.6478, -0.5895, 2.5479], [-3.1130, -1.3718, -3.5805], [-2.1025, -3.0837, -5.0075], [-0.0067, -4.1979, -4.3239], [1.0402, -3.6456, -2.1467], [-0.4245, -4.4887, -0.3565], [-0.1488, -5.9770, 1.5650], [0.6696, -5.0857, 3.7362], [1.1215, -2.6894, 3.9526], [2.8977, 0.7032, 2.7812], [2.1658, -1.2490, 5.0145], [1.6874, 0.4509, 4.9872], [3.3879, 0.0092, 5.0100], [3.3926, -2.2813, 3.1625], [4.5685, -0.9764, 2.9868], [3.5987, -1.4963, 1.6060], [-1.2726, 0.2172, 2.3238], [0.5974, 1.8043, 4.1292], [-1.1381, 2.0649, 3.9706], [-0.0797, 2.2692, 2.5695], [-0.2290, -0.6786, 5.0557], [-1.1800, -1.6609, 3.9329], [-1.8804, -0.2072, 4.6553], [4.6273, -0.2604, -0.8926], [3.5625, -0.0039, -0.3668], [2.5704, -0.7940, -0.1510], [3.3967, 1.3716, 0.2788], [4.5094, 2.0274, 0.7899], [4.3141, 3.1874, 1.5186], [3.0228, 3.6791, 1.6679], [1.9794, 2.9908, 1.0765], [2.1653, 1.8459, 0.4248], [5.4859, 1.6016, 0.6092], [5.1547, 3.6983, 1.9708], [2.8294, 4.5836, 2.2276], [0.9655, 3.3659, 1.1150], [0.3704, 3.3369, -4.8600], [1.1098, 2.8460, -3.6319], [2.4449, 3.3793, -3.6005], [0.3189, 3.4132, -2.0465], [1.4480, 4.3200, -1.3972], [-0.8249, 4.4474, -2.5013], [-0.2678, 2.4912, -1.0325], [1.2541, 0.9965, -3.5910], [-0.3089, 0.5766, -3.3982], [1.7581, 0.4642, -4.8663], [1.9719, 0.7776, -2.2809], [0.3501, 4.4254, -4.9066], [-0.6532, 2.9616, -4.8399], [0.8749, 2.9453, -5.7426], [3.0611, 2.6671, -3.3795], [2.1370, 4.5315, -2.0537], [-1.6307, 4.3097, -1.9841], [-0.5569, 0.0221, -4.1556]],
  "atomic_forces_ev_per_a": [[1.5, -3.1, 3.5], [0.1, 0.0, 0.1], [0.4, 0.2, 0.0], [0.0, 0.0, 0.1], [0.5, -0.3, 0.2], [0.1, 0.2, 0.0], [0.0, 0.1, 0.0], [0.0, 0.0, -0.2], [0.2, 0.0, -0.1], [-0.1, 0.0, 0.1], [0.0, 0.0, 0.0], [-0.1, 0.0, 0.0], [0.0, 0.2, 0.1], [-0.3, -0.5, -0.4], [0.9, 2.2, -0.7], [-0.2, 0.0, 0.3], [0.0, 0.1, -0.1], [0.0, 0.1, 0.0], [0.0, 0.0, 0.2], [-0.1, -0.1, 0.0], [0.1, 0.2, -0.2], [-1.6, -0.2, -0.6], [0.1, 0.4, -0.6], [-0.2, 0.1, -0.1], [0.0, 0.0, -0.1], [0.3, 0.1, -0.1], [0.0, -0.1, -0.1], [0.1, 0.0, -0.1], [0.0, 0.0, 0.0], [0.0, 0.0, 0.0], [-0.1, 0.0, 0.0], [0.0, 0.0, 0.0], [0.0, 0.0, 0.0], [0.0, -0.1, -0.1], [-0.1, 0.0, 0.0], [0.0, 0.0, -0.1], [0.0, 0.0, 0.0], [0.0, 0.0, 0.0], [0.0, 0.0, 0.0], [0.0, 0.0, 0.0], [-0.1, 0.0, 0.1], [0.0, 0.0, 0.0], [0.0, 0.0, 0.0], [0.0, 0.0, 0.0], [0.0, 0.0, 0.0], [0.0, 0.0, 0.0], [0.0, 0.0, 0.0], [0.0, 0.0, 0.0], [0.0, 0.0, 0.0], [0.1, 0.0, 0.0], [0.0, 0.0, 0.1], [0.0, 0.0, 0.0], [0.0, 0.0, 0.0], [0.0, 0.0, 0.0], [0.0, 0.0, 0.0], [0.0, 0.0, 0.1], [0.0, -0.1, 0.0], [0.2, -0.1, 0.1], [0.0, 0.1, 0.0], [0.0, 0.0, 0.0], [0.0, 0.0, 0.0], [0.0, 0.0, 0.0], [0.0, 0.0, 0.1], [0.0, 0.0, 0.0], [-0.2, -0.2, 0.2], [0.5, 0.5, 0.0], [-1.3, 0.7, -0.6], [0.3, -0.2, -0.1], [-0.1, 0.1, -0.1], [0.0, 0.0, 0.0], [0.1, 0.0, 0.0], [0.0, 0.1, 0.1], [-0.4, -0.3, -0.4], [0.0, 0.0, 0.0], [0.0, 0.0, 0.0], [0.0, 0.0, 0.0], [0.0, 0.0, 0.0], [0.1, 0.0, 0.0], [0.0, -0.3, 0.3], [-0.1, 0.2, -0.3], [0.1, 0.7, 0.0], [-0.1, 0.1, -0.1], [0.0, -0.2, 0.0], [0.2, -0.2, -0.2], [-0.1, -0.1, -0.2], [0.2, 0.0, -0.3], [0.1, 0.1, -0.1], [-0.9, -0.1, -0.1], [0.0, 0.0, 0.0], [0.0, 0.1, -0.1], [0.0, 0.0, 0.0], [0.0, 0.0, 0.1], [0.0, -0.2, 0.0], [0.1, 0.1, -0.1], [0.0, 0.0, 0.2]],
  "de_lowest_kj_mol": 312.5,
  "gap_ev": [6.48, 6.65],
  "spin_multiplicity": 2,
  "s2": 0.77,
  "e_homo_ev": [-7.24, -7.26],
  "total_charge": 0
}

***

| no. | electronic energy (eV) |
| --- | --- |
| 1 | -386642.972 |
| 2 | -95097.444 |